Entry 1:
DFT (the ωB97M-V functional and the def2-TZVPD basis) results for a structure of composition C4H3I4NO in a non-equilibrium geometry.

Element x y z (Å)
1 C -0.06661 -0.13773 0.24671
2 O 3.02131 -0.18324 1.99234
3 I 5.49087 0.75722 0.74953
4 I 3.98389 -2.44521 0.25709
5 H -0.48068 0.97087 0.17428
6 I 2.61798 2.52991 -0.15568
7 N 1.64163 -0.27575 1.77255
8 H -0.22528 -0.42819 -0.80366
9 C 1.42686 -0.14028 0.51094
10 C 3.64112 -0.30113 0.68504
11 I 2.72919 -0.26267 -2.35302
12 H -0.67787 -0.59568 0.95700
13 C 2.59904 0.21988 -0.27125

Force components x, y, z for each atom (eV/Å):
C 0.609 3.735 -3.465
O 0.731 -0.171 -1.506
I 0.140 -0.585 0.058
I -0.039 0.360 0.344
H 1.139 -1.846 0.399
I -0.465 -0.864 -0.163
N 0.988 -0.300 -0.602
H -0.299 -0.600 0.498
C -3.287 -0.014 2.197
C 0.734 0.069 1.234
I -0.143 0.116 0.606
H -0.454 -1.178 1.030
C 0.343 1.278 -0.630

Values from the calculation:
E in Eh: -1474.890876
Charge: 0
Energy relative to the best compared isomer or geometry (same formula, charge and spin) in kJ/mol: 13.7
Highest occupied orbital energy in eV: -9.051
HOMO-LUMO gap in eV: 7.64

---

Entry 2:
DFT (the ωB97M-V functional and the def2-TZVPD basis) results for the ion C4H3INO3 with charge -1 in a non-equilibrium geometry.

Element x y z (Å)
1 C 0.60932 -1.13105 -2.01937
2 N 1.50290 -0.80720 -0.58774
3 H -0.94636 -0.44295 -0.28777
4 H -2.34963 1.48918 3.21082
5 I 2.54494 1.07600 -0.96555
6 O 0.94182 -0.34858 -2.89183
7 C -0.37470 0.15914 0.47854
8 O 0.83039 -0.76338 0.59475
9 O -0.12278 -2.05742 -1.78810
10 H -0.16664 1.12786 -0.04713
11 C -0.92221 0.60262 1.70407
12 C -1.54705 1.09580 2.59931

Force components x, y, z for each atom (eV/Å):
C 0.977 1.614 0.925
N 0.491 0.264 -0.900
H -0.479 0.756 1.431
H 0.889 -0.217 -0.044
I 0.052 -0.253 0.476
O -0.444 -0.936 -0.143
C 1.536 -1.225 -2.712
O -1.125 1.842 -0.056
O -0.670 -0.731 -0.156
H 0.781 -0.908 0.113
C -0.916 -0.543 0.699
C -1.092 0.336 0.368

Values from the calculation:
E in Eh: -732.298779
Charge: -1
Energy relative to the best compared isomer or geometry (same formula, charge and spin) in kJ/mol: 13.4
Highest occupied orbital energy in eV: -4.460
SMILES: C#CCON(I)C(=O)[O-]
HOMO-LUMO gap in eV: 7.53

---

Entry 3:
DFT (the ωB97M-V functional and the def2-TZVPD basis) results for a structure of composition C4H3Li2MnO2 in a non-equilibrium geometry.

Element x y z (Å)
1 C 0.82888 -1.37588 0.00659
2 H -1.93792 1.68476 0.40621
3 Li -0.04664 -0.76961 2.29365
4 C -0.04351 0.75977 0.82032
5 C 1.10929 0.01398 0.19842
6 H 1.56106 -0.50915 -0.99584
7 O -1.32404 0.60667 -1.24945
8 Li -0.21940 1.76613 -1.97811
9 H 2.09971 0.22301 0.62416
10 Mn -1.09055 -1.27137 -1.04645
11 O 0.20301 -2.13679 0.84861
12 C -1.13987 1.00849 0.07191

Force components x, y, z for each atom (eV/Å):
C -3.322 -3.459 0.646
H 0.048 -0.603 0.140
Li 0.039 0.037 0.007
C -0.608 0.129 -0.974
C 3.233 -0.285 -1.346
H -0.780 2.959 0.788
O -0.287 0.206 -0.974
Li 0.284 0.170 0.091
H -0.247 -0.042 0.305
Mn 0.938 -0.928 0.730
O 0.540 1.156 -0.260
C 0.164 0.661 0.845

Values from the calculation:
E in Eh: -1470.342611
Charge: +1
Energy relative to the best compared isomer or geometry (same formula, charge and spin) in kJ/mol: 204.4
⟨S²⟩: 8.99
Highest occupied orbital energy (spin up / spin down) in eV: -10.876 / -11.125
HOMO-LUMO gap (spin up / spin down) in eV: 6.43 / 6.43
Spin multiplicity: 6

---

Entry 4:
DFT (the ωB97M-V functional and the def2-TZVPD basis) results for a structure of composition C4H3LiOSm in a non-equilibrium geometry.

Element x y z (Å)
1 H -1.16673 -1.79382 0.95139
2 C 0.55746 1.16053 -2.00194
3 C -0.61249 0.14335 0.14553
4 O 0.89244 -1.48259 1.14390
5 H -0.23667 -1.87441 -0.54498
6 C -0.30714 -1.31937 0.42201
7 Sm 1.55171 0.52053 1.52347
8 Li -0.47254 2.34425 0.58312
9 H -1.64146 0.23972 -0.24735
10 C 1.43543 2.06181 -1.97513

Force components x, y, z for each atom (eV/Å):
H 0.243 0.453 -0.013
C -0.956 -0.768 2.000
C -0.416 0.996 0.305
O 0.189 0.344 0.555
H -0.024 0.317 0.433
C 0.297 -0.163 -1.087
Sm 0.173 -1.095 -1.305
Li -0.309 -0.520 -1.641
H 0.554 0.043 -0.131
C 0.247 0.393 0.885

Values from the calculation:
E in Eh: -894.581541
Charge: 0
⟨S²⟩: 12.40
Highest occupied orbital energy (spin up / spin down) in eV: -6.855 / -7.334
HOMO-LUMO gap (spin up / spin down) in eV: 5.06 / 5.39
Spin multiplicity: 7